(1)
Below is a 2-piece molecular cluster, C8H13O2S3 overall, with properties calculated with ωB97M-V with the def2-TZVPD basis set.

```
26
Properties=species:S:1:pos:R:3:forces:R:3
C -3.812521 -0.282526 0.875009 0.3 -0.2 0.1
C -0.887632 -0.437217 -0.335214 1.5 -2.4 2.4
C 3.759548 -1.389655 0.637030 -0.5 3.6 -1.8
C -0.971180 3.557375 -0.862582 -5.2 0.4 -2.4
C 2.411635 -1.379971 -0.127068 0.1 -3.0 2.0
C 1.214095 -1.289679 0.868171 0.0 0.6 0.8
C -1.585680 2.146583 -0.737500 3.5 2.3 0.6
C -0.101386 -1.488908 0.184407 -0.4 2.6 -2.0
O -4.182196 0.766476 0.532415 -0.8 1.1 0.1
O -3.667095 -1.237615 1.527351 0.0 -0.6 0.5
S -2.400365 -0.736835 -1.083879 0.1 0.2 -1.1
S -0.416163 -3.098559 -0.433477 3.2 -1.4 1.0
S -0.393498 1.183834 0.275747 -1.4 0.2 -1.1
H 3.730432 -0.515515 1.334003 0.3 -0.7 -0.3
H 4.672249 -1.306089 0.016505 -0.6 0.4 -0.2
H 3.946081 -2.241965 1.127760 0.2 -3.2 2.3
H -0.748581 3.857348 0.062850 0.9 1.7 3.6
H -0.131706 3.548244 -1.422346 2.8 -0.1 -1.9
H -1.719953 4.375848 -1.367444 1.6 -2.0 1.2
H 2.462005 -0.569919 -0.818320 -0.7 0.3 -0.8
H 2.156297 -2.405406 -0.499766 1.1 1.0 -1.0
H 1.169753 -2.110204 1.715058 1.0 1.8 -1.3
H 1.321024 -0.228326 1.217153 -0.6 -1.1 0.7
H -1.692313 1.782552 -1.681411 0.3 -1.6 -2.6
H -2.544734 2.210180 -0.421960 -2.7 -0.1 1.9
H -1.588114 -2.710052 -0.582481 -3.7 0.4 -0.8
```
Positions in Å, forces in eV/Å.

* energy relative to the best compared isomer or geometry (same formula, charge and spin): 0.677 eV
* charge: -1
* LUMO energy: 3.1 eV
* M: 237.4 g mol⁻¹

(2)
Below is an isolated ion of composition C8H13O4P2 and charge +1, with properties calculated with ωB97M-V with the def2-TZVPD basis set.

```
27
Properties=species:S:1:pos:R:3:forces:R:3
C 4.708865 -0.794969 -0.232158 -0.8 3.5 -0.5
C 3.521366 -1.424543 0.026950 -0.9 0.2 0.8
C 4.346243 0.543774 -0.555316 0.5 -2.8 0.8
C 2.507130 -0.512230 -0.075367 0.7 -0.4 -1.0
C 1.107933 -0.667530 0.027454 -1.2 0.8 0.0
C -1.819542 1.309032 2.312235 1.2 0.3 0.3
C -3.260864 0.736983 -1.631683 2.0 2.4 -2.3
C 0.187089 0.385487 -0.539093 0.6 0.0 0.9
O 0.506962 -1.523231 0.663990 0.5 -1.0 0.5
O 3.037672 0.686883 -0.518219 -1.2 -0.5 0.3
O -1.751400 -0.002677 1.648700 0.8 0.6 0.4
O -2.522435 0.872709 -0.449613 0.5 -0.8 0.7
P -2.049993 -2.223742 -0.318977 -0.9 0.0 -1.3
P -1.481086 -0.223332 0.142267 0.1 2.2 -1.4
H 5.627038 -1.170879 0.073884 1.7 -0.4 -0.3
H 3.439580 -2.405886 0.391550 -0.3 -1.1 0.2
H 4.838403 1.454518 -0.715116 1.0 0.8 -0.4
H -1.379945 2.204984 1.770174 -0.4 -1.5 0.3
H -1.278203 1.122242 3.250265 -0.2 0.4 -0.3
H -2.853094 1.492127 2.508068 -0.6 0.1 0.1
H -2.577949 0.877317 -2.538342 -1.0 0.6 1.1
H -4.134857 1.361426 -1.631274 0.1 0.8 0.1
H -3.618540 -0.184636 -1.833958 -1.2 -3.3 0.0
H 0.586689 1.290573 -0.022746 -1.0 0.0 -0.5
H 0.359374 0.508449 -1.622551 -0.7 0.1 0.4
H -2.831992 -2.119046 0.816610 -0.1 -0.2 1.0
H -3.214437 -1.593800 -0.947727 0.8 -0.8 0.1
```
Positions in Å, forces in eV/Å.

* energy relative to the best compared isomer or geometry (same formula, charge and spin): 1.627 eV
* charge: +1
* LUMO energy: -3.4 eV
* M: 235.1 g mol⁻¹

(3)
Below is the molecule C8H13PSi2, with properties calculated with ωB97M-V with the def2-TZVPD basis set.

```
24
Properties=species:S:1:pos:R:3:forces:R:3
C 2.428820 1.371315 2.044644 0.1 0.0 0.0
C 1.426124 2.252227 2.418591 0.1 0.0 0.1
C 2.245383 0.563473 0.941824 0.0 0.0 0.0
C 0.265597 2.298905 1.679193 -0.1 0.0 0.0
C 1.067922 0.585088 0.185420 0.0 0.3 0.4
C 0.058882 1.479374 0.567293 0.1 0.0 0.0
C 1.066184 -0.334681 -0.964850 0.1 -0.3 -0.3
C 0.219511 -1.318606 -1.261137 -0.2 0.1 -0.2
Si 0.450470 -2.406000 -2.777957 0.0 0.5 0.6
Si -2.857021 0.632661 1.072523 0.1 0.0 0.0
P -1.524620 1.840368 -0.273348 0.2 0.2 -0.1
H 3.356673 1.327839 2.597984 0.0 0.0 0.0
H 1.557730 2.905879 3.267948 0.0 0.0 0.1
H 3.024427 -0.126592 0.646843 0.1 0.0 0.0
H -0.523071 2.992633 1.949914 0.1 0.1 0.1
H -1.421902 0.890174 -1.284272 -0.1 -0.3 -0.3
H 1.961314 -0.237790 -1.573623 0.1 0.0 -0.1
H -0.654094 -1.449005 -0.630698 -0.1 0.0 0.1
H 1.886525 -2.633910 -2.965365 0.2 -0.1 -0.1
H -0.084352 -1.715550 -3.955655 -0.1 0.0 -0.2
H -0.255261 -3.672074 -2.587323 -0.1 -0.3 0.0
H -2.107955 0.150519 2.236961 0.1 0.0 0.2
H -3.930144 1.516316 1.528494 -0.3 0.1 0.1
H -3.410596 -0.523491 0.368022 -0.2 -0.2 -0.2
```
Positions in Å, forces in eV/Å.

* energy relative to the best compared isomer or geometry (same formula, charge and spin): 0.000 eV
* SMILES: [SiH3]/C=C/c1ccccc1P[SiH3]
* LUMO energy: 0.7 eV
* M: 196.3 g mol⁻¹

(4)
Below is an isolated ion of composition C8H14B2NO3 and charge -1, with properties calculated with ωB97M-V with the def2-TZVPD basis set.

```
28
Properties=species:S:1:pos:R:3:forces:R:3
C 3.980644 -2.472118 -0.222921 0.0 0.0 -0.1
C 3.196760 -1.549614 -0.212585 0.0 0.1 0.2
B 2.253377 -0.255500 0.024770 -0.3 0.0 -0.2
O 1.830089 -0.190879 1.454911 -0.1 0.1 0.1
C 0.588488 -0.837064 1.492544 0.3 0.1 -0.6
C -0.104054 -0.340884 0.198190 0.0 -0.5 0.4
C -0.650646 1.129996 0.456809 0.1 0.0 -0.3
C -0.117772 2.151178 -0.519736 0.2 0.1 0.0
C -0.917171 2.422626 -1.773343 -0.1 -0.3 0.0
N 0.955237 2.802108 -0.350384 -0.1 0.0 0.0
B -1.402948 -1.144346 -0.189736 0.0 -0.1 -0.1
C -2.485372 -1.496464 0.917542 0.0 0.2 0.0
O -1.662726 -1.518553 -1.506339 0.2 0.5 0.0
O 0.941912 -0.401335 -0.722456 0.1 0.3 -0.1
H 4.689212 -3.264894 -0.217338 0.0 0.0 -0.1
H 2.828658 0.768534 -0.304517 0.2 -0.1 0.1
H 0.062973 -0.600866 2.420964 -0.1 -0.1 0.0
H 0.738623 -1.922914 1.360998 -0.2 -0.1 0.4
H -1.744988 1.139444 0.374717 0.0 0.1 0.2
H -0.372624 1.437584 1.465947 0.0 0.0 0.0
H -1.258235 3.458178 -1.794700 0.0 0.0 0.0
H -1.788109 1.766636 -1.838724 0.0 0.0 0.0
H -0.289974 2.237926 -2.644518 0.0 0.1 0.0
H 1.437646 2.477716 0.489788 0.0 0.0 0.0
H -2.789347 -2.543182 0.837243 0.0 0.0 -0.1
H -2.133821 -1.316652 1.934112 0.0 0.0 0.0
H -3.389276 -0.891716 0.775274 0.0 -0.1 0.0
H -2.396556 -1.044951 -1.906519 -0.2 -0.4 0.0
```
Positions in Å, forces in eV/Å.

* charge: -1
* LUMO energy: 2.8 eV
* M: 193.8 g mol⁻¹

(5)
Below is C8H14CdN2PS as an isolated structure, with properties calculated with ωB97M-V with the def2-TZVPD basis set.

```
27
Properties=species:S:1:pos:R:3:forces:R:3
C 0.319102 0.751359 -2.073764 0.4 1.6 1.7
C 0.093465 -0.074667 -3.117249 -0.2 -0.7 -0.9
C -0.226327 -1.458392 -3.091255 -0.3 -0.1 -0.4
C -0.370220 -2.357574 -2.000515 -0.2 0.2 -0.9
C -0.318714 -2.082349 -0.674420 0.2 -0.4 2.2
Cd 0.041304 -0.077723 -0.128667 -0.5 -0.1 -1.7
P 0.108229 2.462106 0.789157 0.0 -1.0 0.0
H 0.678437 1.795306 -2.181635 -0.2 -0.4 -0.8
H 0.153743 0.332751 -4.137296 0.1 -0.1 0.0
H -0.388439 -1.903597 -4.070339 0.0 0.0 -0.1
H -0.213483 -2.875348 0.096422 -0.5 0.0 -0.8
H -0.542554 -3.395900 -2.325012 0.2 0.0 0.1
H -1.027803 2.935492 1.521384 0.7 0.6 -0.1
H 0.259138 3.400360 -0.274734 -0.1 -0.2 0.6
H 1.244940 2.735167 1.615829 -0.5 0.6 0.0
S 2.149524 -0.779640 1.305829 0.1 0.1 1.5
C 1.298628 -0.383987 2.714745 0.1 0.0 -0.6
N 1.904311 0.158079 3.798205 0.1 0.1 0.0
C 0.977837 0.471542 4.869155 0.5 0.0 0.5
C -0.381341 0.097185 4.281114 -0.5 -0.1 -0.3
N -0.042447 -0.444752 2.978220 0.7 -0.2 0.0
H 2.902959 0.351922 3.790685 -0.7 -0.1 -0.1
H 1.038119 1.526447 5.148545 -0.1 0.0 0.0
H 1.202004 -0.135451 5.749898 0.0 0.1 0.1
H -1.045628 0.961902 4.180616 0.1 0.0 0.0
H -0.902506 -0.657864 4.874106 0.1 0.1 0.1
H -0.738578 -0.849574 2.352976 0.6 0.1 -0.1
```
Positions in Å, forces in eV/Å.

* charge: -1
* LUMO energy: 2.5 eV
* M: 313.7 g mol⁻¹

Quick rundown of electronic energy, same order as above: -1657.6675, -1296.0044, -1232.9035, -643.4910, -1329.8279 Ha
Quick rundown of HOMO level, same order as above: -3.07, -12.44, -8.52, -4.60, -0.65 eV
Quick rundown of largest force on an atom, same order as above: 0.112, 0.075, 0.015, 0.014, 0.046 hartree/bohr